No. 1
This record from OMol25 describes C17H40As3CsN2O4 as an isolated structure. The level of theory is wB97M-V/def2-TZVPD.

Properties
F_max, eV/A: 4.5
HOMO-LUMO gap (spin up / spin down), eV: 4.4 / 4.0
HOMO energy (spin up / spin down), eV: -0.34 / 0.14
Total charge: -2

```
67
Properties=species:S:1:pos:R:3:forces:R:3
Cs -0.21000 0.41816 -2.80293 3.408 -2.266 -1.798
C -1.15816 3.46061 -1.94301 0.066 -0.071 -0.159
As -1.51297 2.12431 -0.54975 -0.143 0.784 1.016
C -3.10557 3.06096 0.15676 -0.112 -0.041 -0.036
C -0.12709 2.90769 0.64437 -0.036 -0.076 0.050
C 0.22509 2.13680 1.93096 -0.041 -0.056 -0.027
C 1.15734 3.05186 2.74006 0.023 0.011 -0.010
C 1.01066 0.83906 1.63336 -0.104 0.163 -0.015
As 0.44138 -0.50317 0.26130 0.054 -0.313 0.896
C -0.76445 -1.62066 1.37630 -0.098 0.043 -0.044
C 2.01682 -1.62752 0.60485 0.104 -0.064 -0.048
C -1.07535 1.87075 2.72836 0.197 0.009 -0.151
As -0.97209 1.69791 4.69155 -0.009 0.025 0.044
C -0.99425 -0.24884 4.92561 0.025 -0.046 -0.062
C -2.90946 1.91788 4.96428 -0.056 0.003 -0.050
H -1.31978 4.46120 -1.54107 -0.017 0.045 0.058
H -1.81321 3.28818 -2.79790 -0.005 -0.023 0.063
H -0.11535 3.37373 -2.25978 0.004 0.050 0.019
H -2.88010 4.08691 0.45794 0.022 0.012 -0.009
H -3.53418 2.51708 0.99915 -0.004 0.011 0.014
H -3.83800 3.06993 -0.65365 0.007 0.019 0.048
H -0.42322 3.93171 0.90627 -0.006 -0.001 0.008
H 0.75869 2.96512 0.00418 0.012 -0.024 0.037
H 1.97723 3.38839 2.10163 -0.009 -0.006 0.014
H 1.58404 2.53602 3.60322 0.016 -0.006 0.033
H 0.62139 3.93414 3.10613 0.013 -0.002 -0.012
H 1.19428 0.30268 2.57199 -0.008 -0.046 0.057
H 1.98725 1.13681 1.23960 -0.003 0.003 -0.009
H -0.42217 -1.71304 2.40581 0.045 0.004 0.119
H -0.78220 -2.61250 0.91976 -0.009 0.021 -0.003
H -1.78287 -1.22383 1.35680 0.038 0.001 0.023
H 1.97293 -2.08111 1.59947 -0.008 0.016 -0.011
H 2.91491 -1.01127 0.53635 -0.041 -0.012 -0.009
H 2.06331 -2.39520 -0.17147 -0.008 0.050 0.010
H -1.60144 1.00509 2.31804 -0.050 -0.035 0.012
H -1.73769 2.73170 2.59910 -0.001 0.048 0.009
H -0.01225 -0.66593 4.70998 0.019 -0.017 -0.020
H -1.72759 -0.70954 4.26465 -0.005 -0.032 -0.024
H -1.24723 -0.47112 5.96324 0.003 -0.001 0.009
H -3.18118 2.96235 4.80834 -0.004 -0.011 0.001
H -3.18254 1.63489 5.98167 0.023 -0.002 0.002
H -3.46622 1.29908 4.25692 0.010 0.014 0.026
N 4.12646 -0.02902 -2.15251 -0.033 0.079 -0.109
N 3.94722 1.37760 -2.29886 -0.115 -0.132 0.027
C 2.63626 1.91980 -2.17414 -0.019 0.176 -0.044
O 2.43907 3.02534 -2.72949 0.012 -0.248 0.164
O 1.81313 1.22725 -1.51408 1.527 0.977 0.904
H 3.39866 -0.52523 -2.67029 -0.059 -0.030 0.005
H 3.89622 -0.23486 -1.18928 0.096 0.001 0.069
H 4.40524 1.72128 -3.12618 0.072 0.030 -0.019
O -2.32803 1.02557 -3.84019 -1.804 1.007 -2.549
O -2.57920 0.74670 -2.61208 -3.005 -0.120 1.437
C 1.08269 -5.52486 -3.12681 0.021 -0.092 0.032
C 0.45666 -4.12459 -3.06034 -0.076 0.112 -0.039
C -0.53702 -3.99514 -4.23354 0.009 -0.038 0.027
C -0.35370 -4.02499 -1.75803 -0.002 -0.010 -0.029
C 1.47814 -2.98522 -3.12649 -0.096 0.037 0.232
H 0.33045 -6.32689 -3.03678 0.050 0.041 0.001
H 1.81049 -5.64762 -2.31836 -0.007 -0.002 -0.027
H 1.60990 -5.65324 -4.07661 0.001 -0.013 0.010
H -1.30150 -4.79135 -4.21441 0.071 0.074 0.008
H -0.00200 -4.05141 -5.18532 -0.010 0.002 -0.011
H -1.04173 -3.02738 -4.18974 0.008 -0.022 -0.017
H -1.17330 -4.76053 -1.71802 0.057 0.052 0.000
H -0.77414 -3.01989 -1.67067 -0.016 -0.021 0.017
H 0.30131 -4.18736 -0.89599 -0.019 0.016 -0.013
H 2.32999 -3.36122 -3.73028 0.023 -0.060 -0.149
```
Forces are in eV/Å.

No. 2
This record from OMol25 describes C17H40Cl2N6SW as an isolated structure. The level of theory is wB97M-V/def2-TZVPD.

Properties
F_max, eV/A: 1.7
HOMO-LUMO gap (spin up / spin down), eV: 7.4 / 8.3
<S²>: 2.0167
HOMO energy (spin up / spin down), eV: -20.97 / -22.35
Multiplicity: 3
Total charge: +4

```
67
Properties=species:S:1:pos:R:3:forces:R:3
W 0.05473 0.10380 -0.01782 -0.650 -1.143 1.131
C -3.61242 0.15170 -0.63519 0.189 0.039 0.111
C -3.07459 1.52765 -0.30997 -0.376 -0.185 -0.067
N -1.59008 1.71676 -0.47608 0.426 -0.254 -0.020
C -1.22316 2.28188 -1.81336 0.038 -0.021 -0.285
C -0.98370 1.19588 -2.85002 -0.105 0.357 -0.007
N -0.45926 -0.06306 -2.22236 -0.080 -0.006 0.456
C 0.31392 -0.90276 -3.23040 0.427 -0.209 -0.111
C 1.70045 -1.34255 -2.78476 -0.272 -0.064 0.130
C 1.70649 -2.37854 -1.67295 0.307 0.082 -0.384
N 0.64246 -2.16716 -0.61960 0.015 0.634 0.155
C -0.47566 -3.15534 -0.77350 -0.413 -0.016 -0.022
C -1.83582 -2.49521 -0.73982 0.179 -0.184 -0.146
N -1.83113 -1.40014 0.26388 0.376 0.449 -0.099
C -3.22541 -0.87107 0.41558 -0.307 0.183 -0.084
H -3.35153 -0.17104 -1.64791 -0.072 -0.008 -0.016
H -4.70126 0.23171 -0.63073 -0.010 -0.022 -0.043
H -3.32219 1.75281 0.72912 0.069 0.050 0.011
H -3.58108 2.27623 -0.92081 0.119 0.068 -0.004
H -1.41269 2.49037 0.15704 0.076 -0.076 0.080
H -0.32107 2.87439 -1.68204 -0.022 0.025 0.036
H -1.99777 2.96253 -2.16915 -0.041 0.004 0.103
H -0.27101 1.57432 -3.57957 0.071 -0.096 0.012
H -1.89977 0.96524 -3.39636 0.045 -0.110 -0.014
H -1.30309 -0.60172 -2.04590 0.014 0.013 -0.149
H 0.41804 -0.32498 -4.14577 -0.127 0.087 0.030
H -0.28572 -1.77915 -3.48435 -0.117 0.065 0.027
H 2.29347 -0.48760 -2.49559 0.112 0.164 -0.053
H 2.20250 -1.78100 -3.64938 -0.033 -0.001 -0.013
H 2.68709 -2.38791 -1.19845 -0.069 0.007 0.131
H 1.56128 -3.36830 -2.10356 -0.036 -0.053 0.146
H 1.10049 -2.44029 0.24231 -0.002 -0.107 0.015
H -0.40705 -3.89491 0.02601 0.077 0.022 0.025
H -0.37368 -3.70496 -1.70646 0.084 0.001 0.011
H -2.57909 -3.24634 -0.46393 -0.076 0.072 0.004
H -2.14699 -2.12164 -1.71672 -0.019 0.027 0.037
H -1.65476 -1.89072 1.13889 0.171 0.065 -0.017
H -3.32947 -0.42356 1.40691 0.050 -0.025 0.022
H -3.91786 -1.71375 0.37639 0.103 -0.083 0.073
C -0.09813 0.74595 3.38202 0.018 0.243 -0.065
C -0.28519 2.03364 2.61295 -0.070 -0.205 0.256
N 0.57029 2.01385 1.39275 -0.118 -0.139 -0.269
C 2.01739 2.25600 1.72526 0.184 -0.045 0.162
C 2.85905 1.02608 2.05304 -0.057 0.027 -0.116
S 2.35620 -0.53780 1.23472 -0.300 0.227 -0.171
C 1.85629 -1.57047 2.66335 -0.086 0.002 -0.116
C 0.34295 -1.63069 2.87874 0.129 -0.015 0.033
N -0.33648 -0.38599 2.45035 -0.025 0.020 -0.256
H -0.79300 0.71647 4.22292 0.025 -0.075 0.025
H 0.90260 0.67929 3.80135 0.016 -0.041 -0.020
H -0.04219 2.88963 3.24481 -0.003 0.056 -0.069
H -1.33295 2.13654 2.31762 0.017 0.017 -0.068
H 0.33093 2.86437 0.88272 0.027 -0.060 -0.104
H 2.06916 2.92998 2.58385 -0.056 0.030 -0.016
H 2.46082 2.79565 0.89597 -0.057 0.010 0.008
H 2.88968 0.81665 3.11897 0.005 -0.061 0.003
H 3.89116 1.20224 1.74894 0.006 0.009 0.009
H 2.38846 -1.17346 3.52640 0.029 0.019 -0.016
H 2.26084 -2.56870 2.49284 0.017 0.000 0.016
H 0.15325 -1.83447 3.93599 -0.055 -0.027 -0.015
H -0.07843 -2.47017 2.32069 -0.023 0.003 -0.004
H -1.33531 -0.56610 2.52214 -0.014 0.031 -0.029
Cl 3.92769 3.70397 -1.13463 -0.064 -0.410 -0.107
C 3.65131 2.05297 -1.57319 0.868 0.557 0.173
Cl 1.84733 1.61847 -1.25957 -0.295 0.169 -0.456
H 4.24041 1.36725 -0.97405 -0.070 -0.058 0.020
H 3.77221 1.89722 -2.64057 -0.168 -0.036 -0.021
```
Forces are in eV/Å.

No. 3
This record from OMol25 describes a 2-piece molecular cluster, C17H40FNO2SSi2 overall. The level of theory is wB97M-V/def2-TZVPD.

Properties
F_max, eV/A: 0.9
HOMO-LUMO gap, eV: 8.8
SMILES string: CC(=O)OCCCC[Si@](S)(CCF)[Si](C)(C)C.CCN(CC)CC
HOMO energy, eV: -8.18
Total charge: 0

```
64
Properties=species:S:1:pos:R:3:forces:R:3
C -3.31059 -0.35578 -1.36893 -0.237 -0.063 -0.116
C -2.96579 -0.55941 -2.82376 -0.421 -0.460 -0.432
O -3.69295 -1.10744 -3.61526 0.638 0.339 0.595
O -1.71625 -0.15257 -3.19287 -0.192 0.182 -0.314
C -1.42680 1.23993 -2.99803 0.091 0.007 0.083
C 0.02830 1.50977 -3.37779 -0.101 0.263 -0.088
C 0.64900 2.60206 -2.49928 -0.307 0.072 0.001
C 0.87949 2.19227 -1.03603 0.006 -0.027 -0.141
Si 2.46176 1.24327 -0.64349 0.058 -0.172 0.101
S 2.66984 1.66726 1.47699 -0.060 0.303 0.090
C 4.00521 1.95535 -1.47799 0.135 0.141 -0.143
C 4.02928 1.90021 -2.99965 0.180 0.187 0.166
F 3.14409 0.91577 -3.47784 0.103 0.137 0.000
Si 2.30343 -1.09215 -0.81996 -0.013 -0.373 0.027
C 2.68896 -1.83787 0.86574 0.267 0.276 -0.013
C 3.55012 -1.81264 -2.03087 -0.205 -0.186 0.048
C 0.56673 -1.63003 -1.31625 0.169 0.049 -0.115
H -2.48874 -0.68161 -0.72962 -0.009 0.086 -0.042
H -3.51853 0.69821 -1.17511 0.016 -0.057 0.080
H -4.20582 -0.93763 -1.15444 0.066 0.090 0.040
H -1.62362 1.52594 -1.95915 0.085 -0.078 -0.019
H -2.10260 1.82439 -3.63458 0.055 -0.036 0.085
H 0.04959 1.86826 -4.41193 0.103 -0.251 0.041
H 0.59744 0.57902 -3.33700 -0.020 0.067 0.073
H 1.57296 2.95856 -2.95829 -0.051 -0.037 0.018
H -0.03960 3.45915 -2.51653 0.120 -0.049 0.000
H 0.04515 1.56644 -0.69570 0.073 0.086 0.043
H 0.86496 3.08592 -0.40345 0.048 -0.054 0.037
H 3.78209 0.97246 1.74206 0.035 -0.128 -0.136
H 4.12304 2.99398 -1.14671 -0.044 -0.101 -0.017
H 4.86214 1.40984 -1.06448 -0.119 0.004 -0.005
H 3.72590 2.85501 -3.43972 -0.086 -0.179 0.018
H 5.02422 1.65789 -3.38097 -0.142 -0.108 -0.048
H 2.57568 -2.92444 0.84034 -0.078 0.035 0.022
H 2.07694 -1.41041 1.66340 -0.044 -0.123 -0.038
H 3.73603 -1.62421 1.11496 -0.093 -0.063 0.045
H 4.56076 -1.43696 -1.85681 -0.027 0.017 -0.078
H 3.56783 -2.89986 -1.88704 0.050 0.092 -0.022
H 3.25787 -1.62061 -3.06457 0.128 0.078 0.044
H -0.19641 -1.00375 -0.84571 0.012 -0.089 -0.073
H 0.43812 -1.57352 -2.40218 -0.103 0.012 0.173
H 0.40424 -2.66824 -1.00681 -0.014 0.095 -0.021
C -0.97417 1.34585 2.20944 -0.033 0.000 -0.012
C -1.44009 -0.09501 2.07288 -0.024 0.048 -0.043
N -1.27835 -0.87452 3.28423 -0.006 -0.005 -0.044
C -1.43831 -2.30189 3.07295 0.058 -0.109 -0.006
C -2.81434 -2.82108 2.63624 0.019 -0.048 0.029
C -1.90444 -0.32490 4.47403 -0.028 0.063 0.111
C -3.41767 -0.06983 4.43526 0.012 -0.018 0.050
H 0.06230 1.38188 2.54366 -0.042 0.012 0.037
H -1.03553 1.83450 1.23567 0.008 0.045 0.013
H -1.58873 1.92728 2.89809 -0.028 -0.052 0.018
H -0.82859 -0.58079 1.30442 -0.019 -0.033 -0.002
H -2.47567 -0.10167 1.69051 0.013 0.005 0.027
H -1.13981 -2.81159 3.99302 -0.010 0.018 0.017
H -0.70337 -2.59603 2.31633 -0.004 0.036 -0.024
H -3.53362 -2.81814 3.45427 -0.011 0.048 -0.007
H -2.72251 -3.85217 2.28908 0.002 0.006 0.002
H -3.22948 -2.23549 1.81482 0.009 0.011 -0.014
H -1.40309 0.61587 4.71177 0.009 0.013 -0.046
H -1.66933 -0.99485 5.30465 -0.009 -0.030 -0.016
H -3.72393 0.40356 3.50109 0.015 0.020 -0.005
H -3.69868 0.60206 5.24833 0.002 -0.008 0.008
H -3.99606 -0.98488 4.55458 0.000 -0.006 -0.059
```
Forces are in eV/Å.

ΔE to the lowest compared entry with this formula, charge and spin in kJ/mol, matching the order above: 260.3; 221.4; 0.0